Computed, not measured: a 10-piece molecular cluster, C30H71ClN9O12 overall in a non-equilibrium geometry, with ωB97M-V with the def2-TZVPD basis set.

Calculated values
Kohn-Sham gap: 7.5 eV
charge: -1
maximum force: 4.2 eV Å⁻¹
highest occupied orbital energy: -5.569 eV
DFT total energy: -82756.208 eV
spin multiplicity: 1

Positions of all 123 atoms, in Å:
H 2.494 -7.102 -3.324
H -4.430 5.275 2.212
H 3.557 1.090 -7.050
Cl 0.328 -0.574 0.864
H -4.395 8.357 3.341
H 4.109 3.022 9.533
H -5.914 -1.754 2.420
H 2.499 0.516 6.891
H -3.302 -3.446 -6.080
C -4.545 7.347 3.723
C 7.867 1.080 4.256
O -4.177 -7.178 0.460
H 1.926 3.807 6.905
H 2.032 1.689 -6.499
H 6.950 3.187 2.893
C 5.686 4.570 -4.264
H -1.109 4.604 -2.809
H -3.587 -1.684 -3.243
N 1.966 -7.445 -1.248
C -2.787 -2.784 -5.385
H 4.703 5.029 -4.366
H -7.713 7.006 2.497
H -9.429 -3.236 3.642
H -7.314 7.387 4.205
H -5.202 -9.450 0.700
H 10.379 1.115 3.839
C 3.820 2.694 -5.596
H -4.604 -1.124 -7.094
H -0.570 6.158 -4.689
O 10.428 2.038 1.934
C 2.514 0.885 7.929
H -3.624 -9.083 3.964
H 2.974 0.669 -5.502
H 5.705 4.034 -3.315
N 5.273 2.489 -5.506
C 2.814 3.177 6.960
H 2.374 -5.639 -2.340
O 2.878 -7.914 0.761
H 5.871 4.281 -6.430
H -3.620 6.777 3.817
H -9.212 -2.079 4.976
O -4.646 4.776 -4.019
H -3.913 0.281 -6.346
C 9.892 1.610 2.984
C -3.751 5.324 -4.681
O 0.149 -1.798 1.560
N -7.512 -2.396 3.635
C -6.956 7.398 3.176
C 6.017 3.734 -5.498
H 5.086 0.637 -4.651
H 7.367 1.717 4.985
O 2.377 0.116 8.843
C 7.206 1.337 -4.182
H -6.850 -3.422 5.402
H -1.610 3.377 -3.954
H 3.280 -6.185 -0.249
C -8.959 -2.298 3.938
H -2.003 -8.611 3.372
C 1.963 -6.637 -2.493
C -3.780 -0.795 -6.461
H -1.781 6.782 -5.777
N -2.438 5.203 -4.422
H -1.797 -2.544 -5.775
C -6.962 -1.584 2.712
O -7.626 -0.720 2.080
C 7.613 2.542 2.317
H 3.388 2.968 -4.634
H -9.379 -1.479 3.354
H -4.869 -10.698 1.880
H -2.893 -6.869 1.969
H 5.270 1.980 -3.471
C -3.539 -7.582 1.433
H 7.091 3.548 -5.508
C 5.620 1.557 -4.413
N 2.807 2.185 8.043
H 6.952 1.831 1.820
H -3.757 -10.517 0.645
H -2.564 -10.182 3.095
C 3.068 2.747 9.363
H 3.630 3.853 7.215
H 3.665 3.535 -6.272
H -6.937 8.461 2.935
H 2.446 3.604 9.623
O 0.500 -0.927 -0.508
C -4.405 -9.914 1.281
H 7.590 2.139 -3.552
C 2.763 -7.155 -0.180
H -4.923 7.406 4.744
H 3.067 2.773 5.980
H -2.756 4.026 -2.774
O 1.351 0.251 1.391
N -3.516 -8.865 1.880
C 1.080 -8.668 -1.299
H 7.762 1.307 -5.119
H -1.095 5.277 -6.127
H 1.134 -9.163 -0.329
H 8.544 0.412 4.788
H 8.083 3.062 1.483
C -5.455 5.669 2.142
H 7.074 0.532 3.745
C 3.060 1.518 -6.180
H -2.740 -3.324 -4.440
O -5.057 -0.353 -3.873
H -5.810 -3.520 4.014
C -2.919 -9.152 3.134
O -0.893 0.217 0.979
H 2.767 2.041 10.137
H -2.888 -0.878 -7.082
H 0.037 -8.421 -1.500
N 8.538 1.816 3.183
N -3.571 -1.493 -5.212
N -5.644 6.740 2.955
H 7.392 0.389 -3.677
H 1.471 -9.303 -2.094
C -4.143 -1.153 -4.031
H 0.943 -6.528 -2.863
C -1.935 4.283 -3.443
C -6.857 -3.475 4.313
H 6.475 5.316 -4.166
H -7.291 -4.457 4.127
O -6.351 5.164 1.466
C -1.440 5.874 -5.282
H -3.915 5.958 -5.565

Force components x, y, z for each atom (eV/Å):
H 0.360 -0.291 0.178
H -0.004 0.010 -0.234
H 0.276 0.296 -0.152
Cl -3.657 1.029 -0.532
H 0.421 0.022 0.127
H 0.113 -0.052 -0.298
H -0.033 -0.186 0.545
H -0.268 0.287 -0.207
H -0.099 0.147 -0.166
C -1.221 -0.113 0.288
C -0.307 0.199 -0.631
O 0.508 -0.703 1.003
H -0.299 -0.353 0.059
H 0.005 0.635 0.186
H 0.329 0.203 0.140
C 0.433 0.699 -0.230
H 0.014 0.631 -0.349
H -0.545 0.030 0.512
N -0.991 0.067 -1.285
C -0.971 1.422 0.552
H 0.108 0.215 0.117
H 0.229 -0.465 0.206
H -0.118 -0.032 0.050
H 0.253 -0.612 0.149
H 0.330 0.130 -0.072
H 0.112 -0.082 -0.345
C 0.241 0.104 -0.504
H -0.289 -0.404 0.279
H -0.072 -0.120 0.089
O -0.336 -1.255 2.697
C 0.282 -0.476 -1.143
H -0.029 0.110 0.152
H 0.092 0.088 0.347
H -0.030 -0.347 -0.204
N 0.170 -0.834 -0.569
C 0.889 -0.142 0.389
H 0.011 -0.110 0.221
O 0.208 0.253 0.366
H -0.483 0.103 0.022
H -0.153 -0.144 -0.704
H 0.536 -0.184 0.217
O 1.311 1.093 -1.394
H -0.166 -0.068 0.547
C -1.288 2.308 -3.272
C -1.361 -1.105 1.323
O 0.527 -1.103 1.517
N -1.452 -0.153 1.243
C 0.307 -0.031 -0.904
C 0.022 -0.310 0.904
H 0.277 -0.103 0.351
H 0.154 0.307 0.013
O -0.149 -0.605 0.992
C -1.789 0.063 -0.549
H -0.178 0.641 0.151
H 0.058 -0.229 0.109
H -0.025 -0.042 -0.111
C 0.389 0.409 -0.831
H -0.279 0.564 -0.292
C -0.278 -0.247 0.613
C 0.049 0.713 -0.407
H -0.566 0.091 0.435
N 1.483 1.388 -0.847
H 0.031 -0.116 0.144
C -1.747 1.985 -2.363
O 1.573 -1.870 1.712
C 0.166 -0.637 -0.634
H -0.124 0.084 0.301
H 0.130 -0.176 -0.144
H 0.172 0.726 1.167
H 0.089 -0.379 0.315
H -0.397 -0.325 0.335
C -0.931 0.567 -1.712
H 0.018 -0.413 0.114
C 1.605 0.533 -0.311
N 0.066 1.897 0.326
H -0.136 -0.292 0.052
H -0.098 0.145 -0.538
H -0.102 -0.226 0.149
C -0.678 -0.374 0.778
H 0.103 0.151 -0.155
H 0.056 0.207 0.029
H 0.558 0.188 -0.174
H -0.054 0.337 -0.618
O 1.104 0.280 -1.302
C 0.933 0.472 -0.803
H 0.057 -0.008 -0.094
C -0.680 -0.895 -0.449
H 0.137 0.345 0.218
H -0.323 -0.327 0.124
H 0.023 -0.110 -0.129
O 2.088 0.084 0.371
N -1.316 -0.167 -0.244
C 1.391 1.059 0.425
H -0.111 0.096 -0.077
H 0.079 -0.583 0.180
H 0.158 -0.015 -0.182
H -0.024 0.001 -0.215
H 0.412 0.150 0.530
C -1.821 -0.469 -0.479
H -0.054 -0.517 0.379
C 0.032 -1.300 -0.150
H 0.211 0.269 0.055
O 1.151 -0.771 -0.259
H 0.010 0.004 -0.117
C 0.742 -1.239 0.854
O 0.021 -0.293 -0.060
H 0.307 -0.364 -0.263
H 0.203 -0.246 0.103
H 0.117 0.342 -0.098
N 0.950 -0.396 1.273
N 0.918 -1.492 -1.390
N -0.013 0.740 0.795
H -0.198 0.044 0.097
H -0.154 -0.241 0.074
C -0.491 0.521 0.046
H -0.149 0.138 0.284
C -0.460 -1.048 0.483
C 1.153 -0.446 0.061
H -0.275 0.471 0.049
H -0.266 0.010 -0.531
O 1.292 0.540 0.717
C -0.169 -0.091 0.025
H -0.344 0.084 0.065